# 1
C29H30AsCl3N2O3Sc | ωB97M-V/def2-TZVPD

Values from the calculation:
relative energy (zero: lowest compared OMol25 entry of this formula, charge and spin) = 21.1 kcal/mol
frontier orbital gap = 6.74 eV
net charge = +1
LUMO energy = -0.14463 hartree
electronic energy = -158786.652 eV

Each line ends with the Löwdin charge.
Element x y z (Å)
Sc: 0.219 0.840 0.007  0.790
C: 0.265 4.234 0.197  -0.013
O: -0.081 2.988 0.825  -0.191
C: -0.796 3.086 2.014  -0.203
C: -1.139 4.280 2.622  -0.002
C: -1.852 4.255 3.813  -0.051
C: -2.210 3.052 4.402  -0.061
C: -1.847 1.857 3.810  0.005
C: -1.145 1.866 2.609  -0.191
N: -0.644 0.727 1.955  -0.066
N: -0.673 -0.367 2.616  0.140
C: 0.160 -1.377 2.299  -0.139
C: 1.397 -1.115 1.625  -0.305
O: 1.597 0.005 0.991  -0.159
C: 2.449 -2.058 1.756  -0.005
C: 2.238 -3.257 2.355  0.006
C: 0.982 -3.605 2.930  -0.165
C: 0.776 -4.858 3.536  -0.019
C: -0.419 -5.151 4.142  -0.063
C: -1.447 -4.199 4.156  -0.055
C: -1.277 -2.974 3.553  -0.017
C: -0.060 -2.655 2.934  -0.101
H: 0.967 4.787 0.821  0.115
H: -0.630 4.827 0.012  0.115
H: 0.740 3.987 -0.746  0.087
H: -0.861 5.229 2.190  0.114
H: -2.120 5.193 4.282  0.116
H: -2.760 3.049 5.333  0.114
H: -2.092 0.908 4.263  0.116
H: 3.410 -1.792 1.336  0.126
H: 3.041 -3.984 2.401  0.131
H: 1.578 -5.586 3.519  0.119
H: -0.571 -6.112 4.613  0.111
H: -2.384 -4.432 4.643  0.111
H: -2.079 -2.249 3.542  0.109
Cl: -4.109 4.101 -4.765  0.717
C: -2.808 3.433 -3.854  -0.667
C: -3.087 2.687 -2.721  -0.106
C: -2.027 2.176 -2.002  -0.513
Cl: -2.317 1.222 -0.563  0.864
C: -0.683 2.354 -2.353  -0.471
O: 0.295 1.840 -1.628  -0.297
C: -0.457 3.103 -3.519  -0.583
Cl: 1.177 3.346 -4.016  0.759
C: -1.496 3.642 -4.255  -0.104
H: -4.109 2.509 -2.416  0.119
H: -1.283 4.225 -5.140  0.117
C: 1.964 -3.706 -1.185  -0.157
C: 1.283 -2.917 -2.297  -0.386
As: 0.877 -1.002 -1.960  1.241
C: -0.220 -0.798 -3.585  -0.395
C: -1.675 -1.217 -3.375  -0.152
C: 2.539 -0.195 -2.645  -0.392
C: 3.711 -0.273 -1.664  -0.146
H: 2.238 -4.696 -1.552  0.080
H: 1.299 -3.835 -0.333  0.062
H: 2.874 -3.220 -0.837  0.047
H: 0.329 -3.386 -2.542  0.064
H: 1.893 -2.918 -3.200  0.074
H: 0.230 -1.416 -4.363  0.078
H: -0.158 0.241 -3.911  0.058
H: -1.741 -2.223 -2.956  0.065
H: -2.217 -1.218 -4.321  0.081
H: -2.188 -0.536 -2.698  0.026
H: 2.307 0.844 -2.868  0.031
H: 2.786 -0.697 -3.582  0.079
H: 3.474 0.235 -0.729  0.052
H: 4.596 0.202 -2.088  0.079
H: 3.972 -1.307 -1.434  0.059

---

# 2
C29H30BBrF40N3O6 | ωB97M-V/def2-TZVPD

Values from the calculation:
frontier orbital gap = 8.77 eV
net charge = +1
LUMO energy = -0.14918 hartree
electronic energy = -226727.287 eV

Each line ends with the Löwdin charge.
Element x y z (Å)
C: -3.059 -4.251 3.530  0.054
B: -2.172 -3.085 3.022  -0.544
O: -2.030 -2.908 1.695  0.190
N: -1.417 -2.117 3.891  0.060
C: -0.299 -2.640 4.712  -0.040
C: -1.039 -3.099 5.985  -0.105
N: -2.223 -2.257 5.981  0.120
C: -2.107 -1.493 4.863  -0.497
N: -2.548 -0.314 4.817  -0.246
Br: -2.352 0.731 3.307  0.929
H: -4.082 -3.959 3.419  0.082
H: -2.870 -4.566 4.530  0.042
H: -2.935 -5.094 2.887  0.083
H: -2.153 -1.967 1.540  0.085
H: 0.304 -3.353 4.217  0.136
H: 0.249 -1.769 4.981  0.126
H: -1.219 -4.151 5.929  0.116
H: -0.487 -2.953 6.886  0.122
H: -3.121 -2.693 6.104  0.109
H: -3.016 0.040 5.631  0.126
C: 0.730 0.995 -1.274  -0.026
C: 1.850 0.270 -2.048  -0.445
C: 1.655 0.084 -3.556  -0.301
F: 0.561 -0.659 -3.828  0.092
F: 2.732 -0.562 -4.051  0.107
F: 2.101 -0.916 -1.458  0.136
F: 2.969 1.026 -1.907  0.112
O: -0.204 0.179 -0.579  0.045
C: -1.301 -0.343 -1.196  -0.549
C: -1.246 -1.868 -1.233  -0.287
F: -0.149 -2.304 -1.872  0.116
F: -2.328 -2.341 -1.893  0.104
F: -1.499 0.191 -2.406  0.167
F: -2.376 -0.015 -0.427  0.118
H: 1.231 1.541 -0.477  0.144
H: 0.237 1.753 -1.880  0.149
H: 1.568 1.054 -4.054  0.176
H: -1.238 -2.267 -0.221  0.142
C: -7.055 -1.311 7.526  -0.049
C: -5.805 -2.094 7.090  -0.425
C: -5.976 -3.570 6.726  -0.284
F: -6.412 -4.299 7.754  0.126
F: -4.744 -4.057 6.359  0.064
F: -4.834 -1.962 8.014  0.132
F: -5.338 -1.491 5.939  0.070
O: -7.265 -1.150 8.905  0.056
C: -7.904 -2.125 9.635  -0.550
C: -6.968 -2.738 10.676  -0.283
F: -5.874 -3.255 10.075  0.094
F: -7.616 -3.731 11.309  0.118
F: -8.446 -3.058 8.833  0.155
F: -8.904 -1.531 10.299  0.170
H: -6.891 -0.296 7.168  0.151
H: -7.950 -1.667 7.019  0.152
H: -6.661 -3.690 5.883  0.181
H: -6.657 -1.980 11.397  0.180
C: 5.044 5.680 -0.776  -0.040
C: 6.309 5.182 -0.056  -0.434
C: 6.514 3.670 0.072  -0.298
F: 5.521 3.093 0.784  0.092
F: 7.678 3.446 0.724  0.101
F: 6.391 5.761 1.159  0.138
F: 7.368 5.638 -0.788  0.102
O: 3.943 6.071 0.034  0.062
C: 3.043 5.161 0.489  -0.559
C: 3.060 5.068 2.015  -0.283
F: 4.278 4.732 2.465  0.110
F: 2.182 4.104 2.401  0.083
F: 3.211 3.958 -0.090  0.142
F: 1.816 5.603 0.136  0.142
H: 5.341 6.598 -1.266  0.132
H: 4.739 5.010 -1.573  0.131
H: 6.568 3.205 -0.916  0.164
H: 2.768 6.024 2.452  0.177
C: -3.166 -4.302 -4.703  -0.044
C: -1.986 -5.283 -4.583  -0.441
C: -0.955 -5.305 -5.714  -0.303
F: -1.513 -5.658 -6.887  0.099
F: -0.003 -6.219 -5.409  0.099
F: -2.458 -6.527 -4.365  0.135
F: -1.298 -4.912 -3.465  0.097
O: -4.396 -4.811 -5.181  0.051
C: -4.652 -4.901 -6.521  -0.555
C: -4.821 -6.355 -6.961  -0.289
F: -3.721 -7.071 -6.670  0.103
F: -5.011 -6.385 -8.296  0.106
F: -3.722 -4.261 -7.248  0.154
F: -5.829 -4.283 -6.742  0.150
H: -3.389 -4.008 -3.681  0.135
H: -2.880 -3.387 -5.219  0.148
H: -0.479 -4.325 -5.818  0.174
H: -5.682 -6.801 -6.458  0.176
C: 6.907 7.285 -5.457  -0.042
C: 6.188 6.271 -4.549  -0.428
C: 7.031 5.111 -4.006  -0.284
F: 7.509 4.350 -5.002  0.109
F: 6.262 4.303 -3.210  0.071
F: 5.091 5.800 -5.172  0.138
F: 5.753 6.982 -3.463  0.092
O: 6.770 7.127 -6.852  0.055
C: 7.593 6.286 -7.553  -0.555
C: 6.806 5.130 -8.169  -0.285
F: 6.158 4.435 -7.213  0.097
F: 7.666 4.300 -8.791  0.108
F: 8.617 5.853 -6.799  0.153
F: 8.112 6.995 -8.569  0.159
H: 6.417 8.235 -5.256  0.151
H: 7.949 7.416 -5.167  0.150
H: 7.863 5.484 -3.403  0.172
H: 6.078 5.512 -8.888  0.177